Record 1
The following is a DFT calculation (ωB97M-V with the def2-TZVPD basis set) of C32H43CoF6NO8S2Se as an isolated structure in a non-equilibrium geometry.

XYZ file:
```
94
Properties=species:S:1:pos:R:3:forces:R:3
Co -0.190964 0.173471 -0.034146 0.132 0.141 -0.178
C 3.538251 -6.238362 -1.117912 -0.012 -0.002 -0.007
C 4.230850 -5.293174 -0.136006 -0.001 0.005 -0.001
C 4.362092 -6.017754 1.211515 0.006 -0.005 0.003
C 5.635152 -4.991423 -0.679694 0.004 -0.005 0.000
C 3.456290 -3.989369 0.047923 0.008 -0.011 -0.004
C 2.267985 -3.711801 -0.603480 -0.034 -0.030 -0.006
C 1.612179 -2.500729 -0.417896 0.025 -0.046 -0.023
Se -0.001856 -2.142450 -1.384864 -0.047 0.025 0.074
C 0.751742 -1.214019 -2.880168 0.024 0.089 0.011
C 1.259569 -1.921930 -3.962029 0.000 -0.028 0.015
C 1.820328 -1.263206 -5.040498 -0.011 0.005 -0.022
C 1.824278 0.140008 -4.992562 -0.022 0.016 0.012
C 1.322548 0.885317 -3.943845 0.007 -0.020 0.019
C 0.766716 0.194973 -2.815760 0.031 -0.044 0.016
O 0.302315 0.852541 -1.805622 -0.046 0.087 -0.003
C 1.345819 2.415042 -3.941993 0.024 -0.008 0.011
C 1.979076 2.981837 -5.216426 -0.003 -0.007 0.001
C -0.089149 2.957066 -3.855891 -0.040 0.005 -0.021
C 2.166797 2.929764 -2.748080 0.004 0.007 -0.005
C 2.405251 -1.982335 -6.254102 0.010 -0.004 -0.001
C 1.600139 -1.622133 -7.511110 0.006 0.000 -0.011
C 2.376030 -3.502285 -6.088049 -0.016 -0.005 0.005
C 3.867287 -1.559824 -6.460530 0.006 0.005 0.002
C 2.114477 -1.506846 0.440447 -0.060 0.045 0.070
O 1.530525 -0.356670 0.607486 0.204 -0.010 -0.065
C 3.332656 -1.786845 1.132496 0.004 -0.031 0.007
C 3.953920 -3.001273 0.907622 -0.004 0.030 0.015
C 3.915070 -0.736174 2.080910 0.002 -0.004 0.007
C 5.212422 -1.216135 2.739100 -0.003 -0.011 -0.011
C 2.912699 -0.426231 3.204632 -0.009 0.010 0.006
C 4.235367 0.554324 1.308672 0.006 0.003 0.002
H 4.126846 -7.153793 -1.224560 0.000 -0.001 0.001
H 3.438523 -5.783215 -2.105371 0.004 -0.002 0.004
H 2.541205 -6.515375 -0.769726 0.004 0.003 0.001
H 4.919642 -6.953165 1.095129 -0.001 0.003 0.000
H 3.375046 -6.249296 1.616785 0.002 0.000 -0.004
H 4.885312 -5.399718 1.942879 -0.004 -0.001 -0.001
H 6.202284 -5.917666 -0.820225 -0.001 0.003 0.004
H 6.195126 -4.350798 0.003333 -0.003 0.000 -0.003
H 5.568161 -4.475691 -1.639636 -0.002 -0.003 0.001
H 1.821361 -4.427204 -1.282387 0.004 0.008 0.002
H 1.211481 -3.003651 -3.927693 0.000 0.006 0.001
H 2.247266 0.670478 -5.836879 0.007 0.006 -0.010
H 1.422024 2.692791 -6.111990 -0.002 -0.005 -0.001
H 3.017811 2.660363 -5.334455 -0.005 -0.001 0.003
H 1.971530 4.073047 -5.156826 0.002 -0.006 0.001
H -0.682886 2.598606 -4.701750 0.010 0.011 -0.009
H -0.074892 4.050867 -3.884128 0.001 0.002 0.010
H -0.579261 2.644369 -2.937503 0.012 0.002 0.026
H 3.207046 2.600645 -2.833163 -0.004 -0.007 0.002
H 1.758078 2.570489 -1.806405 -0.002 0.010 0.003
H 2.152119 4.024041 -2.734948 0.005 -0.006 0.002
H 0.559581 -1.932686 -7.397430 0.004 0.000 0.001
H 2.017579 -2.115358 -8.395804 -0.003 0.002 0.004
H 1.607414 -0.544905 -7.685249 0.002 -0.004 -0.002
H 1.353545 -3.873952 -5.994413 0.006 0.004 0.004
H 2.933283 -3.815403 -5.202641 0.005 0.002 -0.007
H 2.829270 -3.977867 -6.962480 -0.004 0.002 -0.002
H 3.949100 -0.487434 -6.644138 0.001 -0.006 0.008
H 4.303119 -2.084797 -7.317250 -0.003 0.005 -0.001
H 4.458840 -1.791127 -5.572481 -0.003 -0.006 -0.004
H 4.882577 -3.204811 1.426145 0.006 0.003 0.008
H 5.056519 -2.118134 3.337278 -0.002 0.000 -0.003
H 5.581099 -0.432295 3.405128 -0.005 -0.003 -0.002
H 5.992509 -1.420706 2.000914 -0.001 0.003 -0.001
H 2.676086 -1.335761 3.764505 0.004 -0.003 0.001
H 1.991959 -0.008128 2.803108 0.014 0.004 0.007
H 3.347436 0.300514 3.897662 -0.007 0.002 -0.004
H 4.939351 0.346972 0.497742 0.007 -0.004 0.004
H 4.694887 1.283592 1.983363 -0.014 0.000 -0.004
H 3.334401 0.992188 0.885614 -0.009 0.000 0.001
F -0.880045 5.609647 1.141674 -0.143 0.092 -0.039
C -0.120600 4.564059 0.763547 0.504 -0.139 0.264
F 1.123194 4.794760 1.242758 -0.074 0.088 -0.068
F -0.030713 4.579041 -0.565985 -0.150 0.013 -0.196
S -0.780591 2.949981 1.474830 -0.666 0.241 0.024
O 0.214021 2.050700 0.794150 0.250 -0.462 -0.167
O -0.481368 3.188365 2.898291 0.132 -0.049 0.185
N -3.005470 2.922729 -0.560914 0.342 0.592 -0.038
S -3.212740 1.456343 -0.851240 0.026 -1.865 0.041
O -3.771954 1.148566 -2.148701 -0.045 0.392 -0.062
O -2.172364 0.475126 -0.431553 -0.452 0.893 0.020
C -4.560386 0.827579 0.265353 -0.082 -0.049 0.173
F -4.234673 0.974573 1.564105 0.018 0.012 -0.080
F -5.708775 1.504627 0.070530 0.054 0.015 -0.035
F -4.839941 -0.474853 0.077311 0.049 0.058 -0.041
C -1.832831 -0.254107 3.678158 0.023 0.002 0.009
O -1.219429 0.171820 2.456437 0.001 -0.002 -0.059
C -0.958617 -0.744531 1.526955 0.006 -0.018 0.176
O -1.147830 -1.922510 1.631578 0.004 -0.050 -0.044
H -1.240384 0.157809 4.492465 0.000 0.029 -0.018
H -1.862966 -1.339855 3.729954 0.002 -0.016 0.000
H -2.839378 0.158336 3.706705 -0.019 -0.003 -0.003
```
Positions in Å, forces in eV/Å.

Its spin multiplicity is 4. The calculation puts the orbital gap (alpha / beta) at 6.3902 / 6.3625 eV. Its total charge is -2. For the total energy, the calculation gives -192702.175 eV. As for the expectation value of S²: 4.0143.

Record 2
The following is a DFT calculation (ωB97M-V with the def2-TZVPD basis set) of C32H43IrN3O as an isolated structure in a non-equilibrium geometry.

XYZ file:
```
80
Properties=species:S:1:pos:R:3:forces:R:3
Ir 0.254761 -0.895452 -0.740206 0.203 1.133 1.979
N 0.892922 -2.213661 3.288428 2.079 1.361 0.876
N -1.388519 -2.697507 -2.565452 2.185 -0.076 0.834
C 0.866856 1.498654 -0.748626 0.655 -0.746 -0.519
C 1.856997 0.533372 -0.380829 -0.104 0.809 -1.092
C 1.588492 -0.018863 1.012103 0.482 1.014 0.768
C 2.741500 -0.085455 2.040065 0.385 0.867 0.360
H 3.547060 -0.684899 1.578390 -0.196 0.576 0.328
H 2.378052 -0.634864 2.921388 0.078 0.145 -0.221
H 3.086084 0.901897 2.333837 0.338 0.327 0.050
C 0.264610 0.671879 1.302384 -0.178 0.820 -0.334
C -0.359905 0.648716 2.625138 -0.442 -0.452 0.773
H 0.183865 1.322474 3.312721 -0.186 -0.048 -0.208
H -0.238488 -0.350558 3.044403 -0.161 0.083 0.216
H -1.429366 0.899215 2.612119 0.410 0.089 -0.103
C -0.159147 1.481976 0.237368 0.136 -0.692 0.806
C -1.447631 2.248628 0.164438 -0.489 0.230 0.100
H -2.247491 1.724283 0.706646 0.459 0.239 0.068
H -1.827533 2.381895 -0.861354 0.457 -0.072 0.353
H -1.366413 3.263303 0.585778 0.140 -0.271 0.034
C 3.145370 0.451555 -1.128206 0.420 0.039 -0.184
H 3.749874 1.365521 -0.997107 -0.082 -0.238 0.153
H 2.980858 0.363636 -2.215084 -0.012 -0.101 0.446
H 3.734375 -0.400931 -0.787217 0.053 -0.009 -0.135
C 0.887173 2.403800 -1.944113 -0.083 0.112 -0.353
H -0.122143 2.647430 -2.299597 0.193 -0.040 0.320
H 1.372690 1.960092 -2.820759 0.118 0.043 0.349
H 1.380342 3.365598 -1.742358 0.048 -0.181 0.164
C 0.175695 -2.896597 4.189874 -2.249 -1.433 0.053
H 0.420690 -2.801857 5.260654 0.112 0.028 -0.552
C -0.932374 -3.680504 3.818578 1.410 0.945 1.535
H -1.518043 -4.194513 4.577182 0.106 0.036 -0.008
C -1.264882 -3.760832 2.468197 -1.024 -0.965 -0.979
H -2.111575 -4.344147 2.109756 0.150 0.021 0.163
C -0.470309 -3.080052 1.541104 1.332 1.043 -0.506
H -0.627678 -3.168278 0.465158 -0.219 -0.001 0.135
C 0.587592 -2.278215 1.973712 -1.428 -0.928 -1.227
C 1.400417 -1.501651 0.954830 -1.287 -3.359 -1.173
H 2.293556 -2.093783 0.647307 -0.397 0.770 0.100
C -0.598353 -1.631220 -2.292557 -2.290 -0.137 -2.701
C -1.036951 -3.111125 -3.834595 0.005 1.156 -0.264
H -1.421042 -4.023834 -4.253620 0.001 -0.120 -0.053
C -0.244165 -2.171454 -4.444918 -0.861 -0.582 -0.085
H 0.180174 -2.122594 -5.427127 -0.188 -0.053 -0.271
N -0.074212 -1.134914 -3.545115 0.214 -1.592 1.047
C -0.138132 0.182739 -4.033635 0.117 0.538 -0.457
C 0.852977 0.561979 -4.953648 -0.886 0.522 0.093
C 0.611733 1.670651 -5.771038 -0.121 0.034 0.208
H 1.351349 1.910152 -6.535506 -0.096 0.130 0.165
C -0.551653 2.437992 -5.654856 -0.021 -0.327 0.378
C -0.816247 3.613725 -6.548502 -0.088 0.105 -0.221
H -1.397764 4.375792 -6.016986 0.192 -0.062 -0.127
H -1.394691 3.332990 -7.438934 0.100 -0.020 0.136
H 0.125600 4.046872 -6.893791 -0.124 0.090 0.021
C -1.469831 2.100735 -4.656201 0.252 -0.435 0.271
H -2.412574 2.655946 -4.548457 0.529 -0.058 0.006
C -1.265129 0.999765 -3.806001 -0.031 -0.064 -0.678
C -2.275111 0.706553 -2.734751 -0.506 0.066 0.476
H -2.907571 -0.172677 -2.932512 0.327 0.167 -0.097
H -2.941611 1.574962 -2.609298 0.123 -0.233 -0.162
H -1.794197 0.519550 -1.756851 -0.239 0.000 -0.607
C 2.121871 -0.205755 -5.087132 0.670 -0.095 -0.349
H 1.962803 -1.157996 -5.609501 0.236 0.207 0.129
H 2.613660 -0.426845 -4.128386 -0.406 -0.019 -0.201
H 2.823546 0.405840 -5.670948 -0.068 -0.292 0.036
C -5.572940 -0.256140 0.463447 -0.012 -0.117 0.064
C -4.066358 -0.162211 0.617879 0.448 0.043 0.300
O -3.634249 0.057107 1.969848 -0.504 0.087 -0.337
C -3.508466 -1.139354 2.744743 0.559 -0.437 -0.596
C -3.184251 -0.817628 4.188307 -0.451 0.094 0.011
H -5.809549 -0.273232 -0.600877 -0.068 -0.038 -0.069
H -6.079964 0.600981 0.911156 0.081 -0.023 0.041
H -5.963108 -1.173996 0.904746 -0.056 0.035 0.050
H -3.585360 -1.066936 0.196138 -0.032 0.341 0.193
H -3.707892 0.710095 0.049418 -0.110 -0.377 0.123
H -4.434864 -1.737778 2.676262 0.185 0.158 0.064
H -2.688672 -1.744088 2.315608 -0.315 0.140 0.112
H -2.836893 -1.724154 4.688880 0.039 0.059 -0.086
H -4.092120 -0.472389 4.694401 0.171 0.163 0.090
H -2.399125 -0.059715 4.268355 -0.187 -0.174 -0.021
```
Positions in Å, forces in eV/Å.

Its spin multiplicity is 5. The calculation puts the orbital gap (alpha / beta) at 2.5520 / 6.9583 eV. Its total charge is -1. For the total energy, the calculation gives -43232.310 eV. As for the expectation value of S²: 6.0417.

- What is the formula in the second record?
  C32H43IrN3O

- The highest total charge belongs to which entry?
  C32H43IrN3O

- Which of these has the highest total charge?
  C32H43IrN3O